The following is a quantum chemistry calculation of a molecular structure, C12H40B2O4Rb3, from OMol25.

As for the max |F|: 4.58 eV/Å. The net charge is +2. Its multiplicity is 2. Its gap between HOMO and LUMO (spin up / spin down) is 7.9 / 2.0 eV.

Geometry as XYZ:
```
61
C12H40B2O4Rb3 ωB97M-V/def2-TZVPD
Rb 0.520 -2.217 -2.227
Rb -2.464 1.347 -2.798
Rb 1.767 2.368 -3.014
O 3.286 -2.313 -1.914
O 1.671 1.388 2.227
O 1.025 3.875 -0.578
O -2.307 -3.395 -0.606
C -3.194 -1.969 1.023
C 1.230 6.000 0.724
C 4.684 -3.845 -0.875
C 0.297 4.970 0.032
C -4.621 -2.720 -0.789
C 0.355 1.224 2.738
C -0.087 -0.247 2.651
C -3.223 -2.266 -0.412
C 0.154 1.889 4.148
C 3.957 -2.506 -0.680
C -0.622 4.288 1.051
C 2.905 -2.632 0.462
B 0.097 0.429 -1.036
B -2.047 -1.464 -4.435
H -2.741 -3.983 -1.229
H -2.178 -1.882 1.408
H 1.860 0.945 1.397
H -1.207 3.475 0.620
H -2.833 -1.457 -1.028
H 1.736 5.649 1.623
H 2.241 -3.470 0.253
H 5.019 -3.994 -1.902
H -0.085 3.752 1.834
H -3.500 -2.890 1.520
H 0.328 2.956 4.010
H -2.388 -2.401 -4.845
H -1.285 -0.997 -5.039
H 5.660 -3.908 -0.394
H 0.774 3.070 -0.118
H 0.786 6.955 1.006
H -0.910 1.717 4.310
H -5.231 -1.847 -0.557
H -1.699 -1.569 -3.418
H 1.006 0.029 -0.614
H 2.051 6.261 0.056
H 0.013 1.444 -0.679
H 2.067 -1.937 0.501
H 3.297 -2.817 1.462
H -1.004 -0.521 3.172
H -1.301 5.002 1.515
H 3.923 -2.137 -2.610
H -0.200 5.453 -0.810
H 0.103 0.362 -2.113
H -0.766 -0.125 -0.702
H 4.657 -1.690 -0.500
H -0.365 1.588 2.005
H -3.883 -1.186 1.340
H -0.064 -0.739 1.678
H -2.878 -0.776 -4.416
H 0.802 1.426 4.892
H 4.005 -4.646 -0.583
H 0.625 -0.839 3.225
H -4.880 -2.942 -1.824
H -4.936 -3.533 -0.136
```